No. 1
DFT (ωB97M-V with the def2-TZVPD basis set) results for a 8-piece molecular cluster, C18H55N3O11 overall in a non-equilibrium geometry.

Calculated total energy ... -1710.44469 a.u.
Kohn-Sham gap ... 8.1 eV
SMILES ... COCCNCCOC.COCCNCCOC.COCCNCCOC.O.O.O.O.O
Net charge ... 0
Energy relative to the best compared isomer or geometry (same formula, charge and spin) ... 4.703 eV

Atoms and positions in Å:
C: -4.95 -0.50 -0.90
O: -4.95 -0.71 -2.29
C: -3.72 -0.22 -2.75
C: -3.93 0.02 -4.26
N: -4.54 -1.22 -4.79
C: -5.38 -1.11 -5.91
C: -6.84 -0.61 -5.84
O: -7.63 -1.56 -5.22
C: -8.00 -2.66 -6.00
H: -4.04 -0.87 -0.44
H: -5.81 -1.09 -0.60
H: -4.83 0.56 -0.66
H: -2.97 -0.98 -2.52
H: -3.25 0.60 -2.21
H: -2.98 0.30 -4.71
H: -4.57 0.90 -4.32
H: -5.05 -1.65 -4.03
H: -5.53 -2.08 -6.38
H: -4.80 -0.50 -6.61
H: -7.18 -0.44 -6.87
H: -6.83 0.32 -5.29
H: -7.29 -3.28 -6.54
H: -8.70 -2.33 -6.77
H: -8.59 -3.38 -5.43
C: 2.60 -6.71 -7.21
O: 2.05 -5.45 -6.94
C: 2.65 -4.70 -5.82
C: 1.59 -3.62 -5.39
N: 1.83 -2.42 -6.24
C: 2.79 -1.44 -5.74
C: 2.33 -0.75 -4.38
O: 1.26 0.21 -4.49
C: 1.09 1.11 -3.33
H: 2.04 -7.17 -8.02
H: 2.52 -7.33 -6.33
H: 3.65 -6.64 -7.52
H: 3.55 -4.18 -6.16
H: 2.93 -5.37 -5.00
H: 1.58 -3.36 -4.33
H: 0.63 -4.06 -5.67
H: 0.98 -1.98 -6.55
H: 2.96 -0.63 -6.45
H: 3.71 -2.00 -5.60
H: 3.20 -0.24 -3.98
H: 2.01 -1.42 -3.59
H: 1.31 0.44 -2.50
H: 0.05 1.42 -3.17
H: 1.92 1.82 -3.32
C: 2.87 1.21 4.58
O: 4.18 1.76 4.47
C: 4.59 2.49 5.57
C: 4.65 1.75 6.88
N: 4.93 2.67 7.90
C: 5.57 2.15 9.09
C: 4.86 1.00 9.89
O: 5.20 -0.20 9.18
C: 4.12 -1.12 8.87
H: 2.07 1.94 4.73
H: 2.88 0.46 5.37
H: 2.50 0.66 3.71
H: 3.95 3.38 5.61
H: 5.54 2.91 5.24
H: 5.43 0.99 6.90
H: 3.74 1.22 7.18
H: 4.00 3.02 8.06
H: 5.68 3.06 9.69
H: 6.51 1.67 8.84
H: 3.78 1.11 9.93
H: 5.22 1.04 10.92
H: 3.73 -1.34 9.86
H: 4.39 -1.99 8.28
H: 3.44 -0.43 8.35
O: -0.37 5.61 4.42
H: -0.93 6.14 3.85
H: 0.45 6.11 4.48
O: -1.28 2.45 6.41
H: -0.67 2.29 7.13
H: -0.85 3.10 5.87
O: -1.69 2.92 1.93
H: -1.41 3.51 1.23
H: -1.38 3.35 2.74
O: -3.67 0.69 4.60
H: -3.38 0.90 3.71
H: -3.05 1.14 5.17
O: -1.36 6.08 -0.45
H: -2.16 6.51 -0.15
H: -0.93 6.72 -1.01

Results of the Löwdin charge analysis, in e, for atoms 1 through 8: number 1, C, carries -0.1056; number 2, O, carries -0.2000; number 3, C, carries -0.2545; number 4, C, carries -0.1703; number 5, N, carries -0.0491; number 6, C, carries -0.2349; number 7, C, carries -0.2243; number 8, O, carries -0.1666



No. 2
DFT (ωB97M-V with the def2-TZVPD basis set) results for C18H56BaF6NO14 as an isolated structure in a non-equilibrium geometry.

Calculated total energy ... -2451.87783 a.u.
Kohn-Sham gap ... 7.4 eV
Net charge ... +1
Energy relative to the best compared isomer or geometry (same formula, charge and spin) ... 0.000 eV

Atoms and positions in Å:
N: -0.15 -2.82 0.06
H: 0.70 -3.30 -0.28
H: -0.02 -1.79 0.20
H: -0.34 -3.21 1.00
H: -0.97 -3.01 -0.51
Ba: -4.05 -1.65 0.04
C: -0.76 0.53 -0.13
O: 0.49 -0.14 -0.03
O: -1.69 -0.17 0.54
C: -0.58 2.03 0.13
F: -1.56 2.60 0.85
F: 0.59 2.34 0.71
F: -0.54 2.73 -1.04
C: 1.48 0.08 -1.03
C: 2.77 -0.45 -0.40
H: 3.22 0.23 0.32
H: 2.63 -1.43 0.05
H: 3.52 -0.60 -1.19
H: 1.65 1.10 -1.37
H: 1.27 -0.46 -1.96
H: -0.98 0.56 -1.22
C: -2.30 -3.35 2.88
O: -0.87 -3.19 2.85
O: -2.70 -3.74 1.66
C: -2.78 -4.13 4.13
F: -4.09 -3.86 4.36
F: -2.58 -5.44 4.06
F: -2.16 -3.69 5.25
C: -0.26 -2.36 3.83
C: 1.01 -1.81 3.21
H: 0.71 -1.11 2.43
H: 1.61 -1.32 3.98
H: 1.57 -2.61 2.73
H: 0.03 -2.90 4.75
H: -0.91 -1.64 4.33
H: -2.69 -2.34 3.07
C: 5.18 1.72 1.98
O: 6.11 0.67 1.74
H: 4.23 1.32 2.32
H: 5.54 2.40 2.76
H: 4.97 2.33 1.10
H: 6.81 1.04 1.19
C: 3.58 -4.50 -0.35
O: 2.19 -4.25 -0.03
H: 3.80 -5.57 -0.32
H: 3.73 -4.13 -1.37
H: 4.18 -3.99 0.39
H: 1.71 -5.06 -0.23
C: -3.46 2.91 -2.61
O: -2.81 2.04 -3.51
H: -4.54 2.79 -2.72
H: -3.31 2.51 -1.60
H: -3.14 3.95 -2.52
H: -2.77 2.48 -4.37
C: 0.83 -3.22 -3.62
O: 0.09 -4.45 -3.80
H: 0.68 -2.91 -2.58
H: 1.90 -3.42 -3.74
H: 0.57 -2.36 -4.23
H: -0.09 -4.64 -2.88
C: -5.09 1.78 0.58
O: -5.73 0.53 0.25
H: -5.25 2.45 -0.28
H: -5.49 2.30 1.45
H: -4.03 1.64 0.77
H: -6.68 0.73 0.20
C: 2.90 3.80 -1.90
O: 2.94 5.13 -2.33
H: 2.20 3.65 -1.07
H: 2.61 3.05 -2.64
H: 3.88 3.45 -1.56
H: 3.33 5.68 -1.65
C: -4.10 -1.26 -3.20
O: -3.44 -0.39 -2.28
H: -3.63 -1.32 -4.19
H: -4.12 -2.31 -2.89
H: -5.13 -0.91 -3.31
H: -3.42 0.48 -2.71
C: -0.68 5.34 2.00
O: -0.65 6.72 2.39
H: -0.81 4.74 2.90
H: -1.42 5.13 1.23
H: 0.31 5.13 1.58
H: -0.48 7.21 1.59
C: 5.12 0.12 -3.77
O: 4.54 -0.76 -4.73
H: 5.33 -0.42 -2.85
H: 6.04 0.60 -4.11
H: 4.41 0.93 -3.56
H: 4.32 -0.27 -5.52
C: -2.49 1.88 3.59
O: -1.83 0.65 3.36
H: -3.14 1.76 4.46
H: -1.78 2.67 3.88
H: -3.02 2.20 2.70
H: -1.72 0.50 2.40

Results of the Löwdin charge analysis, in e, for atoms 1 through 8: number 1, N, carries 0.2928; number 2, H, carries 0.0743; number 3, H, carries 0.0827; number 4, H, carries 0.1063; number 5, H, carries 0.1064; number 6, Ba, carries 1.9858; number 7, C, carries -0.4605; number 8, O, carries -0.1458



No. 3
DFT (ωB97M-V with the def2-TZVPD basis set) results for a 9-piece molecular cluster, C18H57BO9S9Si overall.

Calculated total energy ... -5294.99336 a.u.
Kohn-Sham gap ... 8.7 eV
Net charge ... 0

Atoms and positions in Å:
C: -4.51 2.63 -4.20
C: -4.25 1.76 -2.94
B: -2.79 1.19 -2.88
O: -2.67 -0.17 -2.82
Si: -1.06 2.23 -2.81
S: -1.14 4.28 -3.46
H: -5.38 2.26 -4.73
H: -3.66 2.65 -4.88
H: -4.72 3.66 -3.91
H: -4.52 2.30 -2.03
H: -4.92 0.90 -2.97
H: -1.76 -0.42 -3.02
H: -0.03 1.47 -3.58
H: -0.58 2.25 -1.42
H: -2.30 4.31 -4.11
C: 0.45 2.50 3.20
S: -0.54 1.90 1.84
O: 0.39 1.47 0.76
C: -1.19 3.51 1.36
H: 0.98 1.65 3.62
H: 1.16 3.24 2.83
H: -0.20 2.95 3.95
H: -0.36 4.18 1.12
H: -1.78 3.92 2.18
H: -1.82 3.37 0.48
C: 1.79 -2.37 2.53
S: 1.85 -1.28 3.95
O: 2.42 0.01 3.47
C: 3.15 -2.14 4.84
H: 1.05 -1.98 1.84
H: 2.78 -2.39 2.06
H: 1.50 -3.37 2.85
H: 4.05 -2.18 4.21
H: 2.82 -3.14 5.09
H: 3.36 -1.58 5.75
C: -3.19 -0.78 0.39
S: -2.55 -1.31 1.97
O: -1.38 -2.20 1.70
C: -3.92 -2.38 2.39
H: -2.43 -0.13 -0.06
H: -3.36 -1.64 -0.25
H: -4.11 -0.22 0.54
H: -4.03 -3.14 1.62
H: -4.83 -1.79 2.47
H: -3.69 -2.85 3.35
C: 3.12 5.41 1.82
S: 3.32 5.69 3.58
O: 1.96 5.62 4.19
C: 3.75 7.43 3.45
H: 2.80 4.38 1.67
H: 2.36 6.09 1.43
H: 4.07 5.57 1.32
H: 2.94 7.96 2.95
H: 4.68 7.52 2.89
H: 3.88 7.81 4.46
C: -7.16 -4.88 -1.44
S: -7.12 -3.95 0.10
O: -5.79 -3.28 0.17
C: -7.01 -5.38 1.18
H: -7.18 -4.16 -2.25
H: -6.26 -5.50 -1.51
H: -8.05 -5.49 -1.47
H: -6.13 -5.97 0.93
H: -7.92 -5.98 1.08
H: -6.93 -5.02 2.21
C: 3.93 -2.93 -2.08
S: 5.09 -1.56 -2.03
O: 6.43 -2.12 -2.36
C: 5.05 -1.35 -0.25
H: 3.85 -3.25 -3.11
H: 4.31 -3.75 -1.46
H: 2.96 -2.59 -1.71
H: 5.35 -2.28 0.24
H: 4.05 -1.06 0.06
H: 5.74 -0.55 0.02
C: 9.31 1.32 1.08
S: 7.54 1.47 0.83
O: 7.29 2.85 0.35
C: 7.10 1.44 2.57
H: 9.78 1.36 0.10
H: 9.66 2.14 1.69
H: 9.53 0.36 1.55
H: 7.60 2.26 3.09
H: 7.38 0.48 3.00
H: 6.02 1.56 2.64
C: -4.16 -3.48 -4.20
S: -4.29 -2.47 -5.68
O: -5.09 -3.24 -6.66
C: -2.56 -2.64 -6.17
H: -5.15 -3.54 -3.76
H: -3.81 -4.48 -4.47
H: -3.47 -3.00 -3.50
H: -2.33 -3.69 -6.31
H: -1.93 -2.20 -5.40
H: -2.43 -2.10 -7.11

Results of the Löwdin charge analysis, in e, for atoms 1 through 8: number 1, C, carries -0.1224; number 2, C, carries -0.1933; number 3, B, carries -0.6253; number 4, O, carries 0.0671; number 5, Si, carries 0.3916; number 6, S, carries 0.3932; number 7, H, carries 0.0703; number 8, H, carries 0.0532